ORCA calculation (the ωB97M-V functional and the def2-TZVPD basis) on a cluster of 2 separate species, C4H11N2O2 in total.

Results
Calculated total energy, a.u.: -418.95643
Highest occupied orbital energy (spin up / spin down), hartree: -0.3495 / -0.3492
M, g/mol: 119.14
LUMO energy (spin up / spin down), eV: 0.7 / -2.5
2S+1: 2

Each line ends with the Mulliken charge.
Positions of all 19 atoms, in Å:
H: -0.874 0.361 -2.586  0.2928
H: 1.552 1.256 -2.106  0.3258
C: 1.060 -0.352 -0.754  -0.3659
O: 0.047 0.270 -0.074  -0.4228
H: 0.554 -1.075 3.214  0.1643
H: 0.133 0.517 -3.991  0.3286
N: -1.838 0.877 2.399  -0.3256
H: -1.480 1.085 1.482  0.2127
H: 2.152 -0.253 -2.624  0.3289
H: 0.848 -1.428 -0.809  0.3305
O: -1.547 -0.328 4.301  -0.6530
N: -0.049 -0.558 2.604  -0.3117
H: -2.761 1.159 2.662  0.2026
C: 1.272 0.198 -2.156  -0.4580
C: 0.048 -0.001 -3.041  -1.1223
C: -1.166 -0.020 3.190  0.4460
H: 1.972 -0.234 -0.148  0.3319
H: -0.066 -1.076 -3.196  0.3027
H: 0.145 -0.397 1.632  0.3925

---

ORCA calculation (the ωB97M-V functional and the def2-TZVPD basis) on a cluster of 2 separate species, C4H7NO in total in a non-equilibrium geometry.

Results
Calculated total energy, a.u.: -286.58272
Highest occupied orbital energy, hartree: -0.3068
M, g/mol: 85.11
LUMO energy, eV: 1.0
2S+1: 1

Each line ends with the Mulliken charge.
Positions of all 13 atoms, in Å:
H: -0.196 -0.807 -1.116  0.3745
H: -0.209 0.161 2.989  0.2067
H: 0.681 -0.910 -3.183  0.3337
H: 0.200 -1.834 1.459  0.3505
N: -0.242 0.256 1.971  -0.0302
H: -0.967 1.760 -0.804  0.3551
H: 2.148 -0.824 -2.666  0.3300
O: 1.430 -1.466 -2.869  -0.6670
C: -0.213 -0.260 -0.174  -0.2165
C: -0.052 -0.832 1.111  -0.5683
H: -1.195 2.235 1.893  0.3382
C: -0.657 1.121 0.023  -0.3561
C: -0.729 1.401 1.367  -0.4506

---

ORCA calculation (the ωB97M-V functional and the def2-TZVPD basis) on an isolated molecule of C5H8N2O in a non-equilibrium geometry.

Results
Calculated total energy, a.u.: -379.97190
Highest occupied orbital energy, hartree: -0.3283
M, g/mol: 112.13
LUMO energy, eV: 0.7
2S+1: 1

Each line ends with the Mulliken charge.
Positions of all 16 atoms, in Å:
N: 0.237 -1.725 0.748  -0.7248
H: 0.849 2.346 1.082  0.3242
C: 1.204 -0.939 1.098  0.4760
H: -1.751 0.942 0.097  0.2964
H: 0.603 2.276 -0.687  0.3097
H: -0.010 -1.652 -1.954  0.3122
O: 2.281 -0.893 1.595  -0.5135
H: 2.051 1.556 0.014  0.2906
H: -1.324 0.228 1.722  0.2808
C: -1.084 0.298 0.663  -0.7755
H: -1.633 -2.065 -1.403  0.3216
C: -0.890 -1.265 -1.443  -1.2185
C: -0.553 -0.886 -0.043  1.2287
N: 0.337 0.462 0.322  -0.1017
C: 0.989 1.737 0.182  -0.8328
H: -1.305 -0.421 -1.993  0.3267

---

ORCA calculation (the ωB97M-V functional and the def2-TZVPD basis) on a structure of composition C24H17BaCl5N6S in a non-equilibrium geometry.

Results
Calculated total energy, a.u.: -3978.00867
Highest occupied orbital energy, hartree: -0.2793
M, g/mol: 736.10
LUMO energy, eV: -0.2
2S+1: 1

Each line ends with the Mulliken charge.
Positions of all 54 atoms, in Å:
C: -0.903 -1.241 3.085  0.3817
N: -1.281 -1.476 1.848  -0.9006
C: -2.718 3.207 1.223  -0.7776
C: 4.818 0.849 1.508  1.6382
C: 0.027 -2.166 -2.569  -0.6699
H: 0.733 3.706 -0.247  0.4072
Ba: 1.475 0.366 1.047  1.8380
C: -2.770 -3.079 -0.001  -0.0732
C: -1.766 2.213 1.160  -0.4221
Cl: 3.811 -1.912 -1.100  -0.2021
H: 2.299 -0.572 -4.480  0.4111
C: -0.838 -1.515 -0.354  0.8786
S: 0.546 -0.591 3.686  -0.5600
Cl: 6.901 -2.193 -1.019  -0.1883
C: 0.844 -1.930 -3.653  -0.4574
H: 2.323 0.838 -2.433  0.4002
Cl: 8.554 -0.400 0.916  -0.1986
C: 4.023 0.055 0.691  -2.2665
C: -0.258 3.593 0.175  -0.6895
C: -2.189 -2.014 -0.682  0.2151
N: -3.316 5.494 0.757  -0.4804
N: 0.901 -0.247 -1.446  -0.3247
C: 6.104 -1.024 -0.036  -0.6387
H: -0.843 5.611 -0.224  0.3193
C: 6.849 -0.216 0.817  0.8463
H: -2.208 -3.580 0.772  0.4661
C: 1.668 -0.810 -3.639  -0.5497
C: -2.410 4.484 0.736  1.0823
Cl: 7.117 1.739 2.662  -0.1950
C: -2.918 -1.365 -1.678  -0.0793
H: -3.009 6.430 0.555  0.2065
N: -0.433 -1.240 0.846  0.2101
Cl: 4.022 2.031 2.469  -0.2996
C: 4.722 -0.874 -0.068  1.1356
H: -5.753 -3.193 -1.578  0.4054
H: -1.563 -1.520 4.985  0.2049
H: -4.155 5.388 1.301  0.2098
C: 1.668 -0.021 -2.503  -0.5887
C: -4.046 -3.501 -0.328  -0.7928
H: 0.843 -2.604 -4.496  0.4555
H: -0.627 -3.026 -2.540  0.5030
C: 0.064 -1.289 -1.478  -0.2766
H: -3.692 3.010 1.644  0.3222
C: -4.760 -2.858 -1.324  -0.3635
C: -4.197 -1.784 -1.993  -0.7866
C: -1.133 4.656 0.185  -0.6159
C: 6.201 0.736 1.599  -0.6407
N: -1.839 -1.548 4.020  -0.4522
H: -2.477 -0.524 -2.192  0.4842
H: -1.992 1.221 1.528  0.2939
H: -2.633 -2.101 3.746  0.2217
H: -4.482 -4.336 0.199  0.3860
H: -4.754 -1.270 -2.761  0.4055
N: -0.546 2.388 0.660  0.1616

---

ORCA calculation (the ωB97M-V functional and the def2-TZVPD basis) on a structure of composition C4H5IN in a non-equilibrium geometry.

Results
Calculated total energy, a.u.: -507.41846
Highest occupied orbital energy (spin up / spin down), hartree: -0.5533 / -0.5533
Net charge: +1
M, g/mol: 194.00
LUMO energy (spin up / spin down), eV: -7.6 / -7.6
2S+1: 1

Each line ends with the Mulliken charge.
Positions of all 11 atoms, in Å:
C: 0.957 -0.165 0.789  -0.2348
H: 0.252 -1.548 -0.538  0.3242
H: -1.038 -1.334 0.855  0.2972
H: -0.671 0.203 -1.808  0.2802
C: -0.211 -0.795 0.141  -0.5245
N: -0.468 1.534 -0.294  0.0306
C: -1.006 0.309 -0.732  -0.4149
H: -2.060 0.306 -0.554  0.3178
C: 0.456 1.663 0.388  0.0113
I: 2.752 -0.430 -0.080  0.4784
H: 1.037 0.257 1.834  0.4344

---

ORCA calculation (the ωB97M-V functional and the def2-TZVPD basis) on a cluster of 2 separate species, C4H8O2 in total in a non-equilibrium geometry.

Results
Calculated total energy, a.u.: -307.63484
Highest occupied orbital energy, hartree: -0.3309
M, g/mol: 88.11
LUMO energy, eV: 0.8
2S+1: 1

Each line ends with the Mulliken charge.
Positions of all 14 atoms, in Å:
H: 0.869 -2.446 0.542  0.2742
C: -0.300 -0.485 -1.189  -0.6910
C: -0.541 -0.956 0.040  0.2069
H: -0.626 -2.538 1.486  0.3310
C: -0.223 -2.346 0.497  -1.1838
C: 0.068 2.390 0.202  0.1190
H: -0.741 0.429 -1.548  0.3976
H: -0.723 1.993 0.844  0.4507
H: 0.542 -0.941 -1.704  0.2298
H: -0.747 -0.249 0.843  0.1380
H: -0.507 -3.138 -0.192  0.3154
H: 1.790 3.129 0.328  0.3323
O: 1.280 2.441 0.780  -0.4144
O: -0.140 2.716 -0.932  -0.5057

---

Q: Which value of calculated total energy does entry 3 give?
A: -379.97190 a.u.

---

Q: The highest 2S+1 belongs to which entry?
A: C4H11N2O2

---

Q: The highest calculated total energy belongs to which entry?
A: C4H7NO